The following is a quantum chemistry calculation of a cluster of 10 separate species, C29H74N6O19P3 in total at a distorted geometry, from the OMol25 dataset.

Computed properties:
- Kohn-Sham gap: 7.92 eV
- DFT total energy: -106992.888 eV
- Charge: -1
- Lowest unoccupied orbital energy: 1.9710 eV
- Multiplicity: 1

The geometry in XYZ format:
```
131
Properties=species:S:1:pos:R:3:forces:R:3
C -0.003026 0.270711 0.052009 -0.082 0.735 0.280
C -0.133036 -0.735929 1.200559 0.560 -0.939 -0.228
O 0.761134 -0.674469 2.255889 0.375 0.835 0.206
H -0.684006 0.104471 -0.782691 -0.406 -0.342 0.128
H 0.974504 0.337431 -0.425581 0.322 -0.203 0.388
H -0.245796 1.257191 0.446999 0.132 0.236 -0.094
H -0.040976 -1.715479 0.731389 -0.071 -0.723 -0.439
H -1.166836 -0.726889 1.545909 -0.604 0.276 0.141
C -0.790546 2.744241 3.064769 0.014 -0.567 -0.365
C 0.608344 3.202161 2.743509 0.263 1.566 2.149
O 0.993514 4.342571 3.030559 -0.314 -0.093 -0.907
N 1.442674 2.237551 2.402129 1.426 -0.469 -1.249
C 2.856404 2.415671 2.039729 -0.752 -0.276 0.174
H -0.859976 1.711421 2.723369 -0.523 -0.072 0.002
H -1.558066 3.369201 2.608219 0.124 0.012 -0.012
H -0.934376 2.746161 4.145239 0.037 0.147 -0.009
H 1.145314 1.272501 2.420829 -0.365 -0.753 -0.240
H 3.108144 1.571431 1.397869 0.180 -0.145 0.212
H 3.469674 2.403901 2.940759 0.211 0.168 -0.141
H 3.058384 3.306141 1.444439 -0.320 0.248 0.353
C 6.044484 3.246781 -2.661061 -1.219 -0.550 -0.029
C 4.533754 2.823851 -2.653461 1.220 -2.241 -2.783
O 4.146484 2.041981 -3.542731 0.365 1.273 0.966
N 3.741894 3.228091 -1.677711 -0.524 1.317 1.458
C 2.337154 2.868921 -1.519881 -0.182 -0.266 -0.513
H 6.245044 3.891861 -3.516481 -0.247 0.380 0.260
H 6.600544 2.343531 -2.912111 -0.072 -0.091 0.378
H 6.377584 3.661921 -1.709851 0.105 0.133 -0.168
H 4.211954 3.741171 -0.945661 -0.415 0.024 0.045
H 2.217334 2.143281 -0.715401 -0.132 0.038 -0.090
H 1.946924 2.468911 -2.455731 0.522 -0.449 0.005
H 1.648244 3.700431 -1.371261 0.520 0.445 0.527
C 4.388964 -0.574269 3.296979 -1.056 -1.044 -0.039
C 4.583444 -0.890819 1.817549 4.810 1.588 -0.840
O 5.740084 -0.858819 1.289089 -1.914 -0.251 1.366
N 3.526104 -1.045109 1.075699 -2.690 -0.290 0.642
C 3.463704 -1.063149 -0.351231 0.837 -0.348 -0.336
H 5.023404 -1.238469 3.883859 0.217 0.361 0.025
H 3.360364 -0.813909 3.566499 -0.181 -0.226 0.063
H 4.449184 0.471921 3.596899 0.727 -0.041 -0.465
H 2.665064 -0.970639 1.598349 -1.036 0.102 -0.157
H 3.488034 -0.050029 -0.752611 0.147 0.089 -0.182
H 2.575824 -1.561859 -0.739871 -0.052 -0.046 0.374
H 4.349744 -1.612189 -0.669971 -0.036 0.199 -0.431
C 2.409314 -4.191759 1.439349 -0.243 0.241 1.214
C 2.648494 -4.213019 2.955949 0.738 -1.929 0.986
O 3.400574 -5.097549 3.418489 -1.315 1.351 -0.292
N 2.031714 -3.267549 3.711359 0.064 0.866 -1.864
C 2.031264 -3.061039 5.119349 -0.092 -0.977 0.313
H 2.223734 -5.191719 1.047269 0.673 -0.117 0.260
H 3.373324 -3.760899 1.168879 -0.324 -0.018 -1.121
H 1.518104 -3.637129 1.145709 0.410 0.714 -0.019
H 1.743434 -2.428169 3.229259 -0.547 0.061 -0.775
H 1.245764 -2.334659 5.327789 0.113 0.023 0.134
H 2.990674 -2.716569 5.505339 0.022 -0.137 0.209
H 1.724404 -4.026469 5.521699 0.320 0.141 0.757
C -2.739256 -2.419519 -2.145041 -0.691 0.361 -0.106
C -3.196166 -0.992639 -1.821591 0.551 -0.902 0.679
O -3.173166 -0.134119 -2.674381 -0.051 0.829 -0.884
N -3.567416 -0.773639 -0.551191 0.358 0.041 -0.049
C -3.887276 0.496871 0.034719 -0.933 0.563 0.700
H -2.834956 -3.155299 -1.346561 0.220 0.275 0.207
H -1.719946 -2.351819 -2.525191 -0.075 -0.205 -0.008
H -3.408396 -2.751989 -2.938661 0.242 -0.060 -0.273
H -3.472366 -1.525279 0.116719 -0.033 -0.136 0.047
H -3.155366 0.854571 0.758919 0.319 -0.337 0.081
H -4.821306 0.342281 0.574879 -0.047 0.205 0.282
H -4.080136 1.356531 -0.607081 0.184 -0.618 -0.740
C 1.095274 0.665041 5.582849 0.564 0.102 -0.340
C -0.243056 0.105651 5.861989 -0.657 -0.571 -0.928
O -0.773716 0.256201 6.915389 -1.102 0.422 3.504
N -0.906896 -0.497499 4.864979 0.429 -0.154 -0.844
C -2.208416 -1.152769 4.949559 0.452 0.121 -0.819
H 0.900914 1.730051 5.456069 0.425 0.110 -0.408
H 1.533284 0.179511 4.710779 0.160 0.447 -0.158
H 1.753924 0.573721 6.446529 -0.182 -0.177 0.010
H -0.412736 -0.445669 3.985649 -0.059 -0.564 -0.806
H -2.660026 -1.048359 3.963029 -0.244 0.129 0.024
H -2.882866 -0.748829 5.704579 0.401 0.111 0.042
H -2.091676 -2.229749 5.070409 0.001 -0.103 0.414
C -2.334886 -6.221309 0.570349 -0.102 -1.414 -0.064
O -2.813576 -4.912819 0.517139 -0.171 1.778 -0.397
P -3.329526 -4.138099 1.820269 -0.653 -0.021 0.706
O -3.630826 -2.699979 1.622899 0.667 -1.286 -0.221
O -4.658236 -4.974819 2.186369 1.606 -0.052 1.357
C -5.666726 -5.028519 1.216569 -0.566 0.623 -0.810
O -2.287686 -4.505679 3.004569 -1.753 -0.036 -1.818
C -0.922276 -4.305899 2.619899 0.827 0.730 -0.480
H -1.257356 -6.228819 0.734609 -0.167 -0.173 0.516
H -2.477716 -6.775899 -0.357091 -0.171 0.672 -0.492
H -2.961826 -6.785889 1.260489 0.620 -0.159 0.599
H -6.563376 -5.512539 1.603679 0.349 -0.210 0.183
H -5.282966 -5.533699 0.330209 -0.277 -0.124 -0.101
H -5.947526 -4.008819 0.952989 -0.095 0.050 -0.225
H -0.711556 -3.892759 1.633479 -1.038 0.587 -0.391
H -0.421726 -5.259759 2.453469 0.238 -0.075 1.421
H -0.552486 -3.521259 3.279969 0.649 -0.824 0.298
C 0.181834 6.121601 -2.939381 0.750 0.225 0.646
O -0.834736 6.368771 -1.978401 -1.321 -0.148 0.133
P -2.292186 5.707361 -2.103771 -0.615 0.575 1.056
O -3.267736 6.347691 -1.163951 1.395 -0.816 -1.737
O -2.066456 4.129671 -1.851761 -0.258 1.057 -0.480
C -1.717756 3.590751 -0.533221 0.423 0.040 -0.592
O -2.565596 5.829181 -3.711951 0.092 -0.823 0.986
C -3.186206 6.971981 -4.301981 -0.568 0.599 0.312
H -0.089276 5.422621 -3.730591 -0.061 0.063 0.138
H 1.008304 5.756921 -2.329431 0.243 -0.271 -0.463
H 0.487154 7.090381 -3.334781 -0.087 -0.101 -0.297
H -1.512776 4.349691 0.221819 -0.333 0.204 -0.171
H -0.794166 3.031101 -0.681061 -0.071 -0.018 -0.041
H -2.488366 2.888351 -0.215591 -0.040 0.340 -0.103
H -2.504916 7.644011 -4.823831 0.618 -0.254 0.317
H -3.703416 7.548791 -3.535241 -0.053 0.000 0.000
H -3.909116 6.696641 -5.069901 -0.033 -0.580 0.260
C -0.029676 -1.233019 -8.445541 0.314 -0.048 -0.546
O 0.427124 -0.498049 -7.296311 -0.325 -0.252 0.441
P 0.154304 -1.043729 -5.807521 1.270 -1.190 0.535
O 0.930684 -2.295719 -5.487371 -1.997 2.122 -0.407
O -1.436026 -1.128169 -5.672351 1.453 -2.051 -0.008
C -2.283306 -0.076019 -6.011911 -0.445 1.081 0.387
O 0.480394 0.244161 -4.907801 0.971 -0.320 -1.938
C 0.230354 0.206301 -3.524001 -0.828 -0.523 0.746
H 0.691454 -1.065859 -9.245621 -0.068 0.480 0.058
H -1.018466 -0.902809 -8.763891 0.036 0.220 0.140
H -0.053916 -2.321879 -8.402011 0.020 -0.056 0.987
H -2.902006 0.087671 -5.129571 -0.308 0.079 -0.208
H -2.869296 -0.340509 -6.892121 -0.040 0.062 0.035
H -1.709716 0.835441 -6.180231 -0.088 0.108 -0.227
H -0.372376 1.088831 -3.309641 -0.061 -0.175 0.306
H 1.100554 0.165401 -2.868881 0.448 0.236 -0.580
H -0.320176 -0.711109 -3.315681 -0.373 0.212 0.375
```
Forces are in eV/Å.